[1]
{
  "formula": "CH21O13",
  "method": "ωB97M-V/def2-TZVPD",
  "charge": -1,
  "homo_ev": -6.99,
  "total_energy_ha": -1028.95311,
  "relative_energy_kj_mol": 84.3,
  "homo_lumo_gap_ev": 9.709,
  "elements": ["O", "H", "H", "H", "H", "H", "C", "H", "H", "H", "H", "H", "H", "O", "O", "H", "H", "H", "O", "H", "H", "H", "H", "O", "H", "H", "O", "O", "O", "O", "O", "O", "H", "O", "O"],
  "coordinates": [[-2.248, 0.145, -3.275], [-2.183, 0.185, -2.356], [-1.939, 0.274, -0.112], [2.658, -0.232, 1.691], [0.610, -0.485, -3.840], [-0.271, 2.021, -2.894], [-0.307, -0.833, 0.117], [-0.858, -1.139, 2.839], [-1.996, 0.337, 2.345], [2.452, 1.296, 1.285], [1.734, -2.586, 1.786], [-2.107, 1.682, 2.631], [0.040, -1.604, -1.557], [-2.720, 0.963, 2.476], [0.282, 0.180, -0.325], [0.789, -1.510, 1.831], [-1.551, -1.094, 4.256], [0.337, 1.365, -1.577], [-2.534, 0.856, -0.563], [0.806, -1.964, -3.826], [0.752, 1.824, 2.275], [-2.914, 1.248, 0.171], [-1.662, -0.612, -3.423], [1.646, -1.738, 2.155], [3.182, 0.462, -1.702], [2.005, 0.011, -0.919], [-0.699, -1.122, 3.778], [0.147, -1.292, -3.612], [2.702, -0.363, -1.469], [3.125, 0.570, 1.428], [-0.958, -0.770, 1.161], [0.436, 2.035, -2.215], [0.689, 1.570, 0.731], [0.898, 2.217, 1.428], [-0.343, -1.894, -0.721]],
  "nbo_charge": [-0.967, 0.483, 0.472, 0.489, 0.498, 0.478, 0.974, 0.488, 0.490, 0.481, 0.466, 0.462, 0.518, -0.961, -0.847, 0.470, 0.465, 0.495, -0.961, 0.482, 0.470, 0.482, 0.472, -0.930, 0.463, 0.494, -0.974, -0.964, -0.976, -1.014, -0.820, -0.991, 0.508, -0.977, -0.716]
}


[2]
{
  "formula": "H24HeO12",
  "method": "ωB97M-V/def2-TZVPD",
  "homo_ev": -10.52,
  "total_energy_ha": -920.16226,
  "relative_energy_kj_mol": 122.8,
  "homo_lumo_gap_ev": 10.296,
  "elements": ["H", "H", "O", "H", "H", "H", "O", "H", "H", "H", "H", "O", "O", "He", "H", "H", "H", "O", "O", "H", "H", "O", "H", "O", "H", "H", "H", "H", "H", "O", "O", "H", "H", "H", "H", "O", "O"],
  "coordinates": [[-3.350, 0.446, 2.467], [-0.725, 0.692, 1.963], [0.526, -2.315, -1.617], [4.429, 0.217, -1.749], [-2.970, 2.429, -2.226], [-1.503, 3.877, 0.964], [2.797, 0.950, 0.704], [-1.926, 3.091, -0.259], [2.724, -1.280, 0.596], [0.796, -0.981, 4.436], [1.054, -2.028, -0.872], [1.989, -1.889, 0.667], [-2.175, 3.840, 0.283], [-0.042, -0.133, -0.060], [0.035, -0.631, -3.940], [-1.492, -2.418, -1.936], [0.366, 0.292, 3.739], [0.980, -0.043, 4.392], [3.678, 0.787, -1.915], [-1.166, -2.490, 1.808], [-3.109, 1.936, 2.356], [-2.330, -2.704, -2.300], [3.321, 0.894, 1.503], [-2.681, 1.089, 2.231], [2.299, -2.569, 1.266], [-2.238, -2.577, -3.244], [3.300, 0.944, -1.050], [-2.432, 1.015, -2.295], [0.722, 0.788, 1.528], [-0.495, -1.853, 2.053], [-2.195, 1.925, -2.474], [0.939, -1.904, -2.376], [2.626, 1.886, 0.595], [0.182, -1.948, 1.384], [-1.108, 0.147, -4.554], [0.068, 1.213, 2.084], [-0.896, -0.695, -4.153]],
  "nbo_charge": [0.475, 0.504, -0.966, 0.462, 0.472, 0.474, -0.973, 0.480, 0.497, 0.463, 0.491, -0.966, -0.955, 0.001, 0.465, 0.488, 0.492, -0.971, -0.956, 0.474, 0.485, -0.968, 0.496, -0.954, 0.493, 0.473, 0.478, 0.483, 0.474, -0.964, -0.953, 0.463, 0.498, 0.483, 0.481, -0.973, -0.946]
}


[3]
{
  "formula": "C36H82BF3NO8",
  "method": "ωB97M-V/def2-TZVPD",
  "spin_multiplicity": 2,
  "homo_ev": [-8.79, -9.50],
  "total_energy_ha": -2401.61466,
  "homo_lumo_gap_ev": [9.085, 9.356],
  "elements": ["H", "H", "C", "H", "H", "C", "H", "C", "O", "H", "H", "H", "H", "H", "F", "H", "H", "C", "H", "H", "H", "C", "C", "H", "H", "H", "H", "C", "H", "H", "O", "C", "H", "H", "C", "H", "H", "H", "H", "F", "C", "C", "H", "H", "H", "H", "H", "H", "C", "H", "C", "O", "H", "C", "C", "H", "H", "H", "O", "H", "C", "H", "H", "C", "H", "H", "C", "C", "H", "H", "H", "C", "H", "H", "B", "F", "H", "O", "C", "H", "C", "H", "H", "N", "O", "H", "H", "C", "H", "C", "H", "C", "H", "H", "H", "C", "H", "H", "C", "H", "C", "C", "H", "H", "H", "O", "H", "H", "C", "H", "H", "H", "C", "C", "H", "C", "H", "H", "C", "H", "O", "H", "H", "H", "H", "H", "H", "H", "C", "C", "H"],
  "coordinates": [[-7.640, 0.183, 2.760], [-1.381, 2.042, -5.218], [3.165, 1.526, -1.737], [-3.592, -1.861, -6.103], [-1.706, -3.474, -6.020], [-2.042, 3.180, 1.378], [2.799, 0.516, -1.264], [10.097, -0.893, -2.546], [-2.032, -0.974, -7.053], [-1.908, -7.383, 7.058], [-1.102, 0.385, -4.180], [-0.079, 0.793, -5.767], [-2.193, -2.963, 6.574], [-2.487, -6.004, 6.094], [2.057, 5.111, -6.936], [-1.738, -3.642, -7.775], [4.053, 3.549, -3.015], [-5.199, -5.633, 9.433], [-3.128, -4.181, -6.823], [-0.470, -0.126, -8.035], [-4.902, -1.101, 5.538], [3.054, 1.539, -3.406], [1.299, 5.711, -2.590], [-2.444, 0.428, 8.241], [-6.280, -5.801, 9.398], [-6.589, -1.201, 5.070], [-2.387, 1.278, 3.318], [-1.389, -2.266, 6.829], [3.837, -0.102, -4.862], [0.120, 0.673, 1.660], [-5.227, -0.807, 3.555], [-0.030, 2.352, -2.484], [2.684, 2.488, -1.267], [1.607, 7.993, -3.076], [-1.119, -1.000, -8.148], [-0.443, -2.668, 6.450], [4.291, -0.428, -3.062], [-6.080, -3.425, 3.921], [-5.272, -3.874, 8.218], [4.387, 4.840, -6.232], [-1.537, 0.892, 8.633], [0.966, 3.367, -4.820], [0.457, 7.610, -1.626], [-4.711, -6.608, 9.483], [-2.412, -0.024, -9.581], [-0.228, 1.369, -1.841], [-1.450, -5.248, 8.221], [-1.579, -1.327, 6.303], [1.500, 7.301, -2.110], [10.694, -0.476, -3.359], [2.477, 3.961, -4.641], [1.332, -0.109, -3.331], [-1.052, -0.918, -10.306], [-7.467, -0.876, 2.533], [-0.287, 0.122, 8.236], [-1.633, 0.930, 9.724], [-2.207, -0.038, 2.159], [-2.259, 4.980, 2.554], [3.549, 6.409, -3.837], [-0.156, 0.115, 7.150], [-2.636, -6.566, 7.023], [0.786, 3.090, -5.967], [4.338, 1.597, -1.523], [-0.582, 1.386, 2.103], [-2.456, -1.785, -9.677], [-5.796, -2.198, 2.124], [3.034, 4.242, -6.194], [-1.502, 4.216, 2.350], [-3.634, -7.008, 6.980], [0.622, 3.091, -1.854], [-1.214, 3.770, 3.304], [0.631, 2.010, -3.967], [9.250, 0.461, -4.729], [-1.081, 2.836, -2.664], [2.466, 5.368, -3.726], [3.152, 2.924, -6.924], [8.358, -2.092, -2.208], [-3.353, -4.538, 8.222], [-0.608, 1.257, -4.806], [-1.132, -3.041, 8.807], [-1.316, -2.070, 8.334], [8.287, -2.000, -6.305], [-2.570, -6.214, 9.163], [1.757, 1.015, -3.940], [-1.091, 2.177, 1.030], [9.901, -1.846, -5.613], [9.401, -0.750, -6.908], [-5.576, -1.480, 4.762], [0.587, 0.635, 8.648], [-4.747, -4.834, 8.220], [-4.395, -3.256, 4.412], [-2.985, -2.033, -6.998], [2.371, 7.439, -1.341], [-5.585, -0.549, 1.573], [0.205, 5.651, -2.999], [8.503, -0.293, -4.998], [-1.492, 1.916, 8.247], [10.753, -1.529, -1.942], [4.215, 0.430, -3.885], [-7.990, -1.127, 1.604], [8.913, -1.694, -3.063], [-2.353, -3.411, -6.902], [4.008, 6.361, -2.926], [7.667, 0.249, -5.454], [-2.956, 2.718, 1.761], [-0.256, -1.210, 8.744], [1.500, 5.074, -1.623], [-5.667, -3.451, 5.641], [-2.467, -5.655, 8.227], [9.752, -0.054, -1.929], [9.245, -2.560, -3.643], [-4.954, -5.096, 10.357], [-1.658, 0.615, 2.848], [9.057, -1.278, -6.012], [-1.210, -0.003, 3.633], [-5.424, -2.989, 4.678], [-2.319, 3.685, 0.447], [-7.919, -1.460, 3.337], [3.568, 2.979, -3.944], [-0.611, 4.704, 1.935], [7.990, -0.917, -3.823], [-5.025, -5.339, 7.290], [0.002, 2.011, 2.787], [-2.270, -1.709, 8.733], [-3.669, -1.970, -7.851], [5.282, 0.908, -3.975], [4.459, 2.797, -4.695], [-0.469, -1.877, -8.077], [-1.799, -0.930, -9.506], [-5.979, -1.154, 2.395], [0.098, 4.144, -4.567]],
  "lowdin_spin": [0.000, 0.000, 0.020, 0.000, 0.000, 0.000, 0.003, 0.000, 0.000, 0.000, 0.000, 0.000, 0.000, 0.000, 0.000, 0.000, 0.000, 0.000, 0.000, 0.000, 0.000, 0.024, 0.000, 0.000, 0.000, 0.000, 0.000, 0.000, 0.000, 0.000, 0.000, 0.020, 0.000, 0.000, 0.000, 0.000, 0.000, 0.000, 0.000, 0.000, 0.000, -0.001, 0.000, 0.000, 0.000, 0.003, 0.000, 0.000, 0.000, 0.000, 0.000, 0.567, 0.000, 0.000, 0.000, 0.000, 0.000, 0.000, 0.000, 0.000, 0.000, 0.000, 0.001, 0.000, 0.000, 0.000, 0.000, 0.000, 0.000, 0.000, 0.000, 0.024, 0.000, 0.001, 0.000, 0.001, 0.000, 0.000, 0.003, 0.000, 0.000, 0.000, 0.000, 0.331, 0.000, 0.000, 0.000, 0.000, 0.000, 0.000, 0.000, 0.000, 0.000, 0.000, 0.000, 0.000, 0.000, 0.000, 0.006, 0.000, 0.000, 0.000, 0.000, 0.000, 0.000, 0.000, 0.000, 0.000, 0.000, 0.000, 0.000, 0.000, 0.000, 0.000, 0.000, 0.000, 0.000, 0.000, -0.001, 0.000, 0.000, 0.000, 0.000, 0.000, 0.000, 0.000, 0.000, 0.000, 0.000, 0.000, 0.000]
}


[4]
{
  "formula": "C6H9N",
  "method": "ωB97M-V/def2-TZVPD",
  "homo_ev": -9.14,
  "total_energy_ha": -288.62950,
  "relative_energy_kj_mol": 400.5,
  "smiles": "C#CC[C@]1(C)CN1",
  "homo_lumo_gap_ev": 10.136,
  "elements": ["H", "C", "N", "H", "H", "H", "C", "H", "H", "C", "C", "C", "H", "H", "H", "C"],
  "coordinates": [[-0.503, 0.434, 2.559], [-0.437, 0.251, 0.261], [-1.511, -0.607, 0.891], [-1.515, 2.220, 0.033], [-2.323, 0.830, -0.703], [4.099, -1.147, 0.636], [-1.331, 1.275, -0.478], [0.188, -1.452, -0.834], [-0.884, 1.438, -1.453], [3.103, -0.933, 0.299], [-0.383, -0.190, 1.683], [0.620, -0.471, -0.621], [0.749, 0.049, -1.579], [0.246, -1.067, 1.824], [-2.258, 0.061, 1.121], [1.980, -0.691, -0.073]],
  "nbo_charge": [0.201, 0.069, -0.577, 0.221, 0.211, 0.239, -0.614, 0.254, 0.215, -0.249, -0.248, -0.498, 0.237, 0.212, 0.336, -0.005]
}